{"formula": "C10H6BCo2NO6", "method": "ωB97M-V/def2-TZVPD", "species": ["Co", "Co", "O", "O", "O", "O", "O", "O", "N", "C", "C", "C", "C", "C", "C", "C", "C", "C", "C", "B", "H", "H", "H", "H", "H", "H"], "coordinates": [[1.241, 0.935, 0.531], [-0.696, 2.025, 1.724], [1.229, 1.872, -2.200], [-1.404, 3.460, -0.673], [3.988, -0.169, 0.541], [-0.630, 3.878, 3.925], [2.111, 3.386, 1.784], [-3.372, 1.104, 2.480], [1.876, -4.356, -3.382], [-0.072, -0.126, 0.090], [1.404, 2.506, 1.485], [-0.229, 0.246, 1.437], [-0.533, -1.292, -0.653], [-2.315, 1.481, 2.190], [2.923, 0.276, 0.608], [0.700, -4.362, -3.214], [1.172, 1.517, -1.101], [-1.121, 2.860, 0.273], [-0.692, 3.146, 3.035], [-0.786, -4.475, -2.998], [0.046, -2.142, -0.307], [-0.225, -0.488, 2.272], [-1.185, -5.095, -2.033], [-1.467, -3.567, -3.412], [-1.632, -1.486, -0.666], [-0.329, -1.134, -1.735]], "mulliken_charge": [0.1928, 0.2258, -0.3210, -0.3394, -0.3252, -0.3549, -0.3999, -0.3343, -0.4221, 0.2324, 0.2455, -0.1873, -1.0620, 0.4421, 0.1413, 0.4363, 0.0104, 0.0100, 0.3800, -0.0304, 0.3327, 0.4570, 0.0141, 0.0092, 0.3000, 0.3468], "e_lumo_ev": -1.812, "e_tot_ev": -100166.9823, "gap_ev": 6.79}